Entry 1:
# C7H14N

A 2-piece molecular cluster, C7H14N overall (ωB97M-V with the def2-TZVPD basis set, the OMol25 dataset).

Last column: natural (NBO) charge in e.
CARTESIAN COORDINATES (ANGSTROEM)
C  -0.48  1.63  0.33  -0.02
C  -2.48  -0.70  0.59  -0.40
C  -2.85  0.14  -0.53  -0.39
C  -1.43  -0.36  -0.40  -0.13
C  1.66  -1.46  0.08  -0.73
C  2.70  0.93  0.05  -0.70
C  1.81  -0.18  -0.53  0.34
N  -0.37  0.41  -0.05  -0.34
H  0.37  2.24  0.53  0.20
H  -1.51  1.96  0.48  0.19
H  -2.27  -0.30  1.58  0.22
H  -2.72  -1.70  0.86  0.25
H  -3.48  -0.29  -1.25  0.25
H  -2.95  1.17  -0.41  0.22
H  -1.20  -1.27  -0.91  0.22
H  0.69  -2.14  -0.09  0.28
H  2.63  -2.06  -0.26  0.30
H  1.77  -1.25  1.08  0.24
H  2.42  1.08  1.06  0.25
H  2.59  1.79  -0.65  0.26
H  3.64  0.42  -0.01  0.28
H  1.46  -0.05  -1.55  0.22

Results
Molecular weight   112.196 g mol⁻¹
HOMO-LUMO gap   9.1 eV
Total charge   +1
ΔE to the lowest compared entry with this formula, charge and spin   85.9 kcal per mole

Entry 2:
# C21H31Br33FO4P

C21H31Br33FO4P as an isolated structure (ωB97M-V with the def2-TZVPD basis set, the OMol25 dataset).

Last column: Mulliken charge in e.
CARTESIAN COORDINATES (ANGSTROEM)
C  3.73  -2.55  -0.37  -1.26
C  3.29  -2.09  -1.73  0.43
C  4.30  -1.22  -2.44  -1.19
C  2.13  -2.40  -2.31  0.03
C  0.99  -3.17  -1.71  -0.88
C  -0.40  -2.57  -1.93  -1.01
C  -0.52  -1.06  -1.68  2.15
C  -1.98  -0.71  -1.38  -1.74
C  -0.06  -0.19  -2.88  -1.40
C  1.05  0.80  -2.59  0.31
O  0.68  1.67  -1.49  0.01
P  1.68  1.87  -0.28  0.48
O  2.84  2.72  -0.57  -0.60
O  0.73  2.26  0.91  -0.49
O  2.23  0.40  0.17  0.21
F  1.32  -0.24  1.08  -0.21
H  3.05  -3.27  0.08  0.30
H  4.71  -2.99  -0.47  0.21
H  3.83  -1.69  0.30  0.18
H  4.03  -1.08  -3.48  0.25
H  4.36  -0.25  -1.93  0.19
H  5.30  -1.65  -2.39  0.46
H  1.98  -2.06  -3.33  0.43
H  1.01  -4.18  -2.13  0.31
H  1.15  -3.29  -0.64  0.43
H  -0.82  -2.81  -2.91  0.30
H  -1.06  -3.06  -1.20  0.05
H  0.05  -0.80  -0.79  -0.39
H  -2.07  0.37  -1.24  0.13
H  -2.37  -1.25  -0.53  0.48
H  -2.58  -0.95  -2.27  0.40
H  0.28  -0.82  -3.70  0.44
H  -0.91  0.37  -3.24  0.61
H  1.99  0.29  -2.39  -0.47
H  1.21  1.44  -3.45  0.49
H  0.18  3.01  0.66  0.32
C  -3.00  -5.94  -1.14  -0.37
Br  -2.83  -5.37  -2.98  -0.03
Br  -1.34  -5.75  -0.18  -0.01
Br  -4.43  -5.03  -0.24  0.06
H  -3.24  -6.99  -1.16  0.36
C  6.51  -3.11  2.38  -0.39
Br  6.30  -4.69  1.30  -0.06
Br  7.00  -1.62  1.28  0.08
Br  4.92  -2.74  3.39  -0.02
H  7.31  -3.30  3.09  0.39
C  8.65  1.45  -1.03  -0.52
Br  8.08  2.11  0.69  0.16
Br  9.80  -0.09  -0.87  -0.02
Br  7.14  1.09  -2.15  0.12
H  9.24  2.23  -1.50  0.36
C  6.01  2.17  4.12  0.22
Br  5.39  2.83  5.81  -0.05
Br  7.14  0.63  4.32  -0.01
Br  4.55  1.81  2.91  0.10
H  6.61  2.94  3.67  -0.29
C  9.10  5.68  3.80  -0.32
Br  7.37  5.55  2.96  -0.04
Br  8.97  5.68  5.71  0.00
Br  10.30  4.31  3.17  -0.02
H  9.52  6.63  3.50  0.37
C  -7.24  -3.05  2.81  0.20
Br  -7.25  -4.42  4.15  0.00
Br  -5.63  -2.00  2.87  0.00
Br  -7.54  -3.79  1.05  0.00
H  -8.06  -2.39  3.02  -0.27
C  -11.31  -3.51  2.21  0.01
Br  -11.39  -5.39  2.59  -0.01
Br  -12.87  -2.89  1.29  -0.02
Br  -10.99  -2.48  3.81  -0.02
H  -10.46  -3.35  1.56  0.00
C  -4.15  3.17  -2.61  -0.36
Br  -5.14  1.62  -2.05  -0.03
Br  -4.95  4.79  -1.96  -0.04
Br  -2.30  3.05  -2.11  0.03
H  -4.18  3.20  -3.69  0.38
C  -9.70  1.88  2.94  -0.06
Br  -10.14  1.79  4.81  0.00
Br  -8.80  0.28  2.36  0.09
Br  -11.24  2.25  1.86  0.02
H  -9.01  2.70  2.81  0.04
C  -9.41  6.40  3.56  -0.31
Br  -11.24  6.69  3.03  0.01
Br  -9.30  5.43  5.21  0.00
Br  -8.40  5.55  2.16  -0.02
H  -8.96  7.37  3.72  0.32
C  5.75  1.57  -6.48  -0.42
Br  6.53  3.29  -6.13  -0.02
Br  7.01  0.37  -7.29  -0.02
Br  4.97  0.81  -4.90  0.16
H  4.95  1.72  -7.19  0.36

Results
Molecular weight   3034.279 g mol⁻¹
HOMO-LUMO gap   8.5 eV

Entry 3:
# C6H8O2

One molecule with the formula C6H8O2 (ωB97M-V with the def2-TZVPD basis set, the OMol25 dataset).

Last column: natural (NBO) charge in e.
CARTESIAN COORDINATES (ANGSTROEM)
C  0.14  -2.21  -0.95  -0.42
C  -0.23  -1.50  0.20  -0.02
C  -1.08  -1.71  1.40  -0.45
C  -0.07  -0.36  1.20  -0.25
C  -0.31  1.18  0.92  -0.54
C  0.46  1.36  -0.42  0.80
O  1.55  0.83  -0.69  -0.56
O  -0.40  2.12  -1.38  -0.74
H  0.56  -1.73  -2.00  0.21
H  0.30  -3.32  -0.95  0.21
H  -1.99  -1.46  0.87  0.23
H  -0.90  -2.50  2.24  0.24
H  0.75  -0.67  2.03  0.25
H  0.19  1.92  1.85  0.27
H  -1.55  1.41  0.63  0.26
H  0.04  2.14  -2.26  0.49

Results
Molecular weight   112.128 g mol⁻¹
Structure (SMILES)   C=C1C[C@@H]1CC(=O)O
HOMO-LUMO gap   9.5 eV
ΔE to the lowest compared entry with this formula, charge and spin   127.5 kcal per mole

Ordered LUMO results: -0.179; -0.009; 0.024; unit Eh.
Ordered total energy results: -8965.3535; -2353874.0331; -10441.1969; unit eV.